## A
Formula: C5H31NO11
Source: the Open Molecules 2025 dataset
Level of theory: ωB97M-V with the def2-TZVPD basis set

As for the SMILES: C=CCNC=C.O.O.O.O.O.O.O.O.O.O.O. The LUMO energy comes out at 0.084 eV.

Geometry as ORCA input:
```
! wB97M-V def2-TZVPD RIJCOSX def2/J DEFGRID3
* xyz 0 1
C -1.152 3.963 -0.794
C -1.978 3.689 0.240
C -1.563 3.035 1.528
N -0.232 2.408 1.455
C 0.917 3.166 1.619
C 2.035 2.609 2.065
H -1.605 4.366 -1.700
H -0.138 3.644 -0.896
H -3.043 3.880 0.148
H -1.738 3.668 2.440
H -2.335 2.161 1.595
H -0.327 1.408 1.813
H 0.841 4.188 1.279
H 2.107 1.599 2.519
H 2.975 3.024 1.973
O 2.406 -0.211 0.947
H 1.991 0.497 0.528
H 1.766 -0.809 1.329
O -1.368 -4.107 2.003
H -2.103 -3.490 1.794
H -0.968 -4.381 1.160
O 2.504 -3.299 -0.551
H 3.171 -3.058 -1.164
H 2.949 -3.714 0.182
O -2.662 -3.673 -0.263
H -2.105 -3.143 -0.910
H -3.479 -3.229 -0.510
O 0.233 0.814 -0.715
H 0.269 0.919 -1.695
H 0.049 1.643 -0.436
O 0.407 -1.984 1.375
H 0.951 -2.659 0.947
H -0.408 -1.947 0.748
O 2.863 -1.004 -2.141
H 3.545 -0.379 -1.833
H 2.258 -0.958 -1.397
O 1.278 0.584 -3.779
H 1.819 -0.083 -3.404
H 1.796 1.422 -3.719
O -1.474 -0.471 2.922
H -0.981 -1.236 3.256
H -2.270 -0.566 2.438
O -1.364 -1.381 -0.672
H -0.802 -0.561 -0.850
H -1.850 -1.214 0.169
O -1.292 0.195 -3.629
H -1.646 -0.115 -4.445
H -0.725 -0.519 -3.278
*
```

## B
Formula: C5H31NO11
Source: the Open Molecules 2025 dataset
Level of theory: ωB97M-V with the def2-TZVPD basis set

As for the SMILES: C=C/C=C/NC.O.O.O.O.O.O.O.O.O.O.O. The LUMO energy comes out at 0.204 eV.

Geometry as ORCA input:
```
! wB97M-V def2-TZVPD RIJCOSX def2/J DEFGRID3
* xyz 0 1
C 2.995 0.640 0.894
C 2.617 0.060 -0.254
C 1.285 -0.456 -0.563
C 1.067 -1.686 -1.062
N -0.232 -2.203 -1.069
C -0.686 -3.059 -2.145
H 4.045 0.850 1.047
H 2.265 1.132 1.525
H 3.416 -0.247 -0.929
H 0.492 0.136 -0.113
H 1.925 -2.293 -1.311
H -0.841 -1.419 -0.882
H -0.430 -4.092 -1.937
H -1.770 -2.982 -2.241
H -0.413 -2.722 -3.153
O 0.238 0.629 3.219
H 0.406 -0.317 3.203
H 0.155 0.945 4.121
O 0.606 2.681 -2.335
H 1.036 3.314 -1.711
H 1.176 2.790 -3.103
O -0.594 -3.710 1.445
H 0.210 -4.226 1.443
H -0.593 -3.078 0.707
O -3.563 -0.255 1.352
H -3.369 -0.322 0.410
H -2.890 0.349 1.682
O -0.815 0.485 -3.626
H -0.202 0.956 -3.044
H -0.621 0.807 -4.510
O -1.658 -1.413 3.304
H -0.954 -2.051 3.158
H -1.952 -1.097 2.446
O 1.941 3.604 -0.194
H 1.351 3.403 0.562
H 2.580 2.883 -0.116
O -2.690 2.729 -1.765
H -3.031 3.377 -1.144
H -1.735 2.875 -1.845
O -2.197 0.006 -1.324
H -1.874 -0.197 -2.221
H -2.331 0.959 -1.450
O 1.390 -1.349 2.521
H 1.312 -2.021 3.199
H 1.859 -1.644 1.739
O 0.414 2.807 1.927
H -0.311 2.217 1.701
H 0.970 2.207 2.442
*
```

Energy ordering: B at the bottom, the next structure 0.0537 hartree above.

## A
Formula: C2H2OS
Source: the Open Molecules 2025 dataset
Level of theory: ωB97M-V with the def2-TZVPD basis set

As for the SMILES: C#C.O=S. The LUMO energy (alpha / beta) comes out at -1.471 / -1.507 eV.

Geometry as ORCA input:
```
! wB97M-V def2-TZVPD RIJCOSX def2/J DEFGRID3
* xyz 0 1
C 0.809 0.513 0.327
C 1.299 -0.327 -0.372
H 0.616 1.481 0.636
H 1.567 -1.286 -0.717
O -1.593 -0.605 0.321
S -2.697 0.223 -0.195
*
```

## B
Formula: C2H2OS
Source: the Open Molecules 2025 dataset
Level of theory: ωB97M-V with the def2-TZVPD basis set

As for the SMILES: O=CC=S. The LUMO energy comes out at -1.205 eV.

Geometry as ORCA input:
```
! wB97M-V def2-TZVPD RIJCOSX def2/J DEFGRID3
* xyz 0 1
O 1.512 -0.406 -0.964
C 0.805 -0.332 -0.033
C -0.715 0.180 -0.065
S -1.935 0.070 0.884
H 1.394 -0.344 1.133
H -1.062 0.833 -0.955
*
```

Energy ordering: B at the bottom, the next structure 0.0751 hartree above.

## A
Formula: C4H10FN
Source: the Open Molecules 2025 dataset
Level of theory: ωB97M-V with the def2-TZVPD basis set

As for the SMILES: NCCCCF. The LUMO energy comes out at 1.152 eV.

Geometry as ORCA input:
```
! wB97M-V def2-TZVPD RIJCOSX def2/J DEFGRID3
* xyz 0 1
N -2.084 0.397 -0.441
C -1.412 -0.776 -0.104
C -0.056 -0.493 0.439
C 0.696 0.727 -0.117
C 2.166 0.452 0.032
F 2.460 -0.790 -0.519
H -2.186 1.008 0.378
H -2.909 0.240 -0.932
H -1.914 -1.520 0.660
H -1.300 -1.426 -1.005
H -0.056 -0.392 1.500
H 0.542 -1.377 0.340
H 0.358 1.544 0.398
H 0.386 0.765 -1.111
H 2.534 0.547 1.045
H 2.776 1.093 -0.561
*
```

## B
Formula: C4H10FN
Source: the Open Molecules 2025 dataset
Level of theory: ωB97M-V with the def2-TZVPD basis set

As for the SMILES: CNC[C@H](C)F. The LUMO energy comes out at 1.158 eV.

Geometry as ORCA input:
```
! wB97M-V def2-TZVPD RIJCOSX def2/J DEFGRID3
* xyz 0 1
C -2.446 0.167 -0.214
N -0.967 0.153 -0.418
C -0.297 0.033 0.980
C 1.189 -0.180 0.457
C 1.703 1.052 -0.290
F 1.002 -1.211 -0.401
H -2.641 -0.788 0.246
H -2.873 0.296 -1.185
H -2.881 0.996 0.522
H -0.672 -0.651 -1.113
H -0.818 -0.859 1.544
H -0.539 0.945 1.463
H 1.799 -0.592 1.228
H 2.739 0.949 -0.784
H 1.654 1.962 0.286
H 1.093 1.128 -1.265
*
```

## C
Formula: C4H10FN
Source: the Open Molecules 2025 dataset
Level of theory: ωB97M-V with the def2-TZVPD basis set

As for the SMILES: NCCCCF. The LUMO energy comes out at 1.089 eV.

Geometry as ORCA input:
```
! wB97M-V def2-TZVPD RIJCOSX def2/J DEFGRID3
* xyz 0 1
N -0.800 -2.101 0.074
C -0.988 -0.871 0.878
C -0.599 0.477 0.126
C 0.796 0.305 -0.516
C 1.512 1.655 -0.726
F 0.568 2.568 -0.188
H -1.715 -2.249 -0.377
H -0.923 -2.807 0.837
H -2.011 -0.890 1.374
H -0.253 -0.921 1.676
H -1.273 0.545 -0.729
H -0.629 1.345 0.641
H 0.795 -0.201 -1.465
H 1.372 -0.289 0.243
H 1.777 1.826 -1.811
H 2.371 1.606 -0.036
*
```

Energy ordering: A at the bottom, the next structure 0.0181 hartree above.

## A
Formula: C3H5PS
Source: the Open Molecules 2025 dataset
Level of theory: ωB97M-V with the def2-TZVPD basis set

As for the SMILES: P/C=C/C=S. The LUMO energy comes out at -0.973 eV.

Geometry as ORCA input:
```
! wB97M-V def2-TZVPD RIJCOSX def2/J DEFGRID3
* xyz 0 1
P 1.060 1.405 1.454
C -0.195 0.656 0.407
C 0.048 -0.518 -0.191
C -0.957 -1.241 -0.887
S -0.624 -2.734 -1.523
H 0.769 2.568 0.543
H 2.049 0.768 0.608
H -1.271 0.772 0.650
H 1.093 -0.731 -0.466
H -1.971 -0.946 -0.596
*
```

## B
Formula: C3H5PS
Source: the Open Molecules 2025 dataset
Level of theory: ωB97M-V with the def2-TZVPD basis set

The LUMO energy comes out at -0.779 eV.

Geometry as ORCA input:
```
! wB97M-V def2-TZVPD RIJCOSX def2/J DEFGRID3
* xyz 0 1
C -0.247 -0.532 -1.139
C 0.965 -0.462 -0.577
C 3.099 0.023 -0.530
P -1.600 -1.005 -0.037
S 3.814 -0.222 0.871
H -0.317 -0.399 -2.281
H 0.828 -0.766 0.560
H 3.374 0.560 -1.509
H -2.602 -0.667 -0.844
H -1.532 0.199 0.835
*
```

Energy ordering: A at the bottom, the next structure 0.1105 hartree above.

## A
Formula: CN2OS
Source: the Open Molecules 2025 dataset
Level of theory: ωB97M-V with the def2-TZVPD basis set

The LUMO energy (alpha / beta) comes out at -3.368 / -3.369 eV.

Geometry as ORCA input:
```
! wB97M-V def2-TZVPD RIJCOSX def2/J DEFGRID3
* xyz 0 1
C 0.743 0.122 0.027
N -0.505 0.250 -0.248
N 1.901 0.204 0.052
O -1.571 -0.390 0.045
S -1.855 -1.634 1.049
*
```

## B
Formula: CN2OS
Source: the Open Molecules 2025 dataset
Level of theory: ωB97M-V with the def2-TZVPD basis set

The LUMO energy (alpha / beta) comes out at -2.094 / -2.470 eV.

Geometry as ORCA input:
```
! wB97M-V def2-TZVPD RIJCOSX def2/J DEFGRID3
* xyz 0 1
C -1.326 -0.033 0.048
N -2.325 0.612 -0.025
N -0.276 -0.733 -0.045
O 2.511 -0.348 -0.006
S 1.416 0.502 0.028
*
```

Energy ordering: B at the bottom, the next structure 0.0705 hartree above.

## A
Formula: BrNO3
Source: the Open Molecules 2025 dataset
Level of theory: ωB97M-V with the def2-TZVPD basis set

As for the SMILES: O=[N+]([O-])OBr. The LUMO energy comes out at -0.732 eV.

Geometry as ORCA input:
```
! wB97M-V def2-TZVPD RIJCOSX def2/J DEFGRID3
* xyz 0 1
O -1.581 0.625 -0.030
N -0.716 -0.127 -0.080
O -0.555 -1.256 -0.110
O 0.629 0.784 -0.035
Br 2.224 -0.026 0.256
*
```

## B
Formula: BrNO3
Source: the Open Molecules 2025 dataset
Level of theory: ωB97M-V with the def2-TZVPD basis set

The LUMO energy (alpha / beta) comes out at -1.715 / -0.630 eV.

Geometry as ORCA input:
```
! wB97M-V def2-TZVPD RIJCOSX def2/J DEFGRID3
* xyz 0 1
N 0.739 0.458 0.173
O 0.332 0.629 1.209
O 0.571 -0.039 -0.836
O -1.083 -1.198 -0.516
Br -2.204 -1.558 -1.786
*
```

Energy ordering: A at the bottom, the next structure 0.0632 hartree above.

## A
Formula: CH2Cl2
Source: the Open Molecules 2025 dataset
Level of theory: ωB97M-V with the def2-TZVPD basis set

As for the SMILES: ClCCl. The LUMO energy comes out at 1.011 eV.

Geometry as ORCA input:
```
! wB97M-V def2-TZVPD RIJCOSX def2/J DEFGRID3
* xyz 0 1
Cl 25.309 -9.906 -17.839
C 26.096 -11.445 -18.193
Cl 26.857 -11.574 -19.789
H 26.886 -11.561 -17.458
H 25.362 -12.228 -18.048
*
```

## B
Formula: CH2Cl2
Source: the Open Molecules 2025 dataset
Level of theory: ωB97M-V with the def2-TZVPD basis set

The LUMO energy comes out at -0.771 eV.

Geometry as ORCA input:
```
! wB97M-V def2-TZVPD RIJCOSX def2/J DEFGRID3
* xyz 0 1
C -0.088 0.514 0.171
Cl 1.167 1.547 0.574
Cl -0.106 -0.414 -1.160
H -0.684 -1.425 -0.381
H -0.288 -0.221 0.796
*
```

Energy ordering: A at the bottom, the next structure 0.2285 hartree above.

## A
Formula: C4H3N
Source: the Open Molecules 2025 dataset
Level of theory: ωB97M-V with the def2-TZVPD basis set

As for the SMILES: N#CC1C=C1. The LUMO energy comes out at 0.818 eV.

Geometry as ORCA input:
```
! wB97M-V def2-TZVPD RIJCOSX def2/J DEFGRID3
* xyz 0 1
N -3.282 0.298 0.133
C -2.212 -0.052 -0.056
C -0.902 -0.434 -0.248
C 0.194 -0.163 0.754
C 0.365 0.838 -0.016
H -0.558 -0.919 -1.168
H 0.376 -0.758 1.659
H 0.490 1.468 -0.808
*
```

## B
Formula: C4H3N
Source: the Open Molecules 2025 dataset
Level of theory: ωB97M-V with the def2-TZVPD basis set

The LUMO energy (alpha / beta) comes out at -1.137 / -1.137 eV.

Geometry as ORCA input:
```
! wB97M-V def2-TZVPD RIJCOSX def2/J DEFGRID3
* xyz 0 1
C -0.857 -1.120 1.223
C 0.062 -0.835 0.491
C 0.273 1.006 -0.799
C 1.468 0.374 -1.116
N 1.181 -0.659 -0.290
H -1.704 -1.301 1.843
H 0.211 1.715 0.027
H -0.633 0.822 -1.378
*
```

Energy ordering: A at the bottom, the next structure 0.1276 hartree above.